(1)
{"formula": "C22H38IrNO2P2Si", "method": "the ωB97M-V functional and the def2-TZVPD basis", "homo_lumo_gap_ev": [4.24, 6.45], "e_above_lowest_kcal_mol": 0.0, "e_lumo_ev": [0.36, -1.74], "multiplicity": 5, "e_homo_ev": [-3.9, -8.2], "species": ["C", "C", "N", "C", "C", "C", "C", "P", "Ir", "P", "C", "C", "C", "C", "C", "C", "C", "O", "O", "H", "H", "H", "C", "C", "H", "H", "H", "H", "C", "C", "H", "H", "H", "H", "H", "H", "H", "H", "H", "H", "H", "H", "H", "H", "H", "H", "H", "H", "H", "H", "H", "H", "C", "Si", "C", "C", "C", "C", "H", "H", "H", "H", "H", "H", "H", "H", "H"], "coordinates": [[-0.9516, 3.2317, -3.7699], [-0.9733, 2.2614, -2.7639], [0.1409, 1.9944, -2.0427], [1.3154, 2.5690, -2.3825], [1.3794, 3.5826, -3.3448], [0.2262, 3.9112, -4.0489], [-2.2582, 1.5177, -2.4729], [-1.9850, 0.3613, -1.0443], [0.0715, 0.6400, -0.2497], [2.2672, 0.5710, -0.7332], [2.5699, 2.1606, -1.6231], [0.0960, -2.1325, 1.3296], [-0.6871, -2.1640, 2.4997], [-1.0688, -3.3313, 3.1146], [-0.5807, -4.5307, 2.5312], [0.1976, -4.5095, 1.3788], [0.5441, -3.2976, 0.7421], [-1.9047, -0.9568, -5.5817], [1.3249, -1.0466, -4.2818], [-1.8985, 3.5053, -4.2343], [2.3452, 4.0811, -3.4872], [0.2550, 4.7125, -4.7807], [-3.1354, 1.0143, 0.2193], [-2.7226, -1.2514, -1.4402], [3.4356, 2.0796, -2.3013], [2.8349, 2.9489, -0.8987], [-2.7089, 1.0874, -3.3840], [-3.0159, 2.2456, -2.1482], [3.2205, 0.4856, 0.7835], [3.1229, -0.6435, -1.7566], [-1.8729, -0.2890, 2.3988], [-1.6932, -3.3561, 4.0080], [-0.7882, -5.4875, 3.0146], [0.5145, -5.4511, 0.9210], [1.1352, -3.2638, -0.1683], [0.5326, -0.8309, -3.7383], [1.0938, -1.9392, -4.6126], [-1.0450, -0.7264, -5.1963], [-2.0258, -0.2858, -6.2728], [0.3280, -0.8069, -0.8194], [-4.0518, 1.3425, -0.2973], [-3.3707, 0.2148, 0.9405], [-2.6566, 1.8613, 0.7332], [-3.8204, -1.1768, -1.3739], [-2.4288, -1.5805, -2.4470], [-2.3886, -1.9857, -0.6937], [4.1524, -0.3271, -1.9633], [3.1480, -1.5858, -1.2047], [2.6271, -0.8133, -2.7188], [4.2141, 0.9389, 0.6657], [2.6782, 0.9749, 1.6012], [3.3351, -0.5793, 1.0287], [1.3432, -0.8968, 4.5568], [-0.0592, 0.2183, 4.0182], [-1.5229, 0.1512, 5.1873], [0.5579, 1.9523, 3.7103], [-0.8473, -0.6563, 2.4898], [-0.0394, -0.6811, 1.1581], [1.5948, -0.7222, 5.6117], [2.2424, -0.7277, 3.9495], [1.0648, -1.9536, 4.4470], [-1.2069, 0.3036, 6.2284], [-2.2702, 0.9149, 4.9213], [-2.0066, -0.8349, 5.1089], [1.4987, 1.9747, 3.1472], [-0.1692, 2.5610, 3.1578], [0.7461, 2.4520, 4.6743]], "mulliken_spin": [-0.093, 0.262, 0.241, 0.267, -0.123, 0.422, -0.033, 0.196, 0.966, 0.196, -0.035, 0.064, 0.024, -0.085, 0.194, -0.093, 0.224, 0.001, 0.012, -0.005, -0.002, 0.051, 0.054, 0.030, 0.009, 0.050, -0.002, 0.015, 0.113, 0.014, -0.020, -0.002, 0.015, -0.004, 0.027, 0.017, -0.003, 0.003, -0.001, 0.269, 0.006, -0.009, 0.000, 0.006, -0.004, -0.011, 0.005, 0.002, -0.020, 0.005, -0.047, 0.003, 0.012, 0.006, 0.003, 0.031, 0.210, 0.574, 0.000, -0.003, 0.001, 0.000, 0.001, 0.000, 0.001, -0.014, 0.007]}

(2)
{"formula": "C7H17N2", "method": "the ωB97M-V functional and the def2-TZVPD basis", "homo_lumo_gap_ev": 8.73, "e_above_lowest_kcal_mol": 65.1, "e_lumo_ev": -4.69, "multiplicity": 1, "e_homo_ev": -13.4, "charge": 1, "species": ["C", "C", "C", "C", "C", "C", "C", "N", "N", "H", "H", "H", "H", "H", "H", "H", "H", "H", "H", "H", "H", "H", "H", "H", "H", "H"], "coordinates": [[-0.8649, 1.6536, 0.4322], [-0.8854, 0.8180, -0.5967], [-1.3895, 1.3123, 1.7541], [-0.4868, 1.2855, -1.9242], [0.3777, -1.5396, -1.2888], [0.9940, -0.9608, 1.1621], [0.8783, -0.5127, -0.2946], [1.8884, 0.1756, -0.6917], [-0.1090, -1.7665, 1.6766], [-0.5048, 2.6632, 0.2568], [-0.6086, 1.1603, 2.5470], [-1.8341, 0.3282, 1.7121], [-1.9311, 2.1629, 2.1289], [-1.4160, 1.5177, -2.3748], [0.0299, 0.6117, -2.4836], [0.0124, 2.1701, -1.7569], [-0.6467, -1.4590, -1.4529], [0.7933, -1.6259, -2.3288], [0.4667, -2.4740, -0.8758], [1.0639, -0.0462, 1.7924], [1.9859, -1.3490, 1.4450], [2.0678, 0.3612, -1.6424], [2.4041, 0.7682, -0.0198], [0.4120, -2.7251, 1.8009], [-1.5338, -0.0595, -0.5872], [-0.8168, -1.8900, 1.0185]], "nbo_charge": [-0.009, -0.268, -0.677, -0.637, -0.707, -0.320, 0.488, -0.684, -0.803, 0.207, 0.246, 0.233, 0.258, 0.248, 0.199, 0.215, 0.246, 0.258, 0.255, 0.208, 0.253, 0.416, 0.415, 0.381, 0.220, 0.359]}

(3)
{"formula": "C4H11NO", "method": "the ωB97M-V functional and the def2-TZVPD basis", "homo_lumo_gap_ev": 10.76, "e_above_lowest_kcal_mol": 29.9, "e_lumo_ev": 0.79, "multiplicity": 1, "smiles": "CC(N)=O.CC", "e_homo_ev": -10.0, "species": ["C", "C", "H", "H", "H", "H", "H", "H", "C", "C", "O", "N", "H", "H", "H", "H", "H"], "coordinates": [[0.8250, -1.5935, -0.8895], [-0.6125, -1.9056, -1.2234], [1.5053, -1.9492, -1.5925], [0.8765, -0.5565, -0.8323], [1.0949, -2.0484, 0.0883], [-0.7305, -1.9850, -2.2696], [-1.3652, -1.2413, -0.7650], [-0.9319, -3.0448, -1.0202], [-0.1276, 1.3249, 2.0715], [-0.4364, 1.3670, 0.5014], [-1.3165, 0.7171, 0.0601], [0.3910, 2.0283, -0.3053], [-0.3874, 2.2667, 2.6501], [0.8548, 1.2998, 2.2185], [-0.0289, 2.2752, -1.1831], [1.2219, 2.5552, 0.0688], [-0.8323, 0.4903, 2.4224]], "nbo_charge": [-0.610, -0.612, 0.200, 0.204, 0.195, 0.197, 0.244, 0.178, -0.716, 0.690, -0.617, -0.837, 0.224, 0.207, 0.407, 0.398, 0.249]}

(4)
{"formula": "C34H40BrCrN2O4Si", "method": "the ωB97M-V functional and the def2-TZVPD basis", "homo_lumo_gap_ev": [8.06, 8.14], "e_lumo_ev": [-0.51, -0.54], "multiplicity": 4, "e_homo_ev": [-8.6, -8.7], "species": ["Cr", "O", "C", "O", "C", "C", "C", "C", "C", "N", "C", "O", "O", "H", "H", "H", "C", "C", "C", "C", "C", "C", "C", "C", "C", "C", "C", "C", "C", "C", "C", "N", "H", "H", "H", "H", "H", "H", "H", "H", "H", "H", "C", "C", "C", "C", "Si", "Br", "C", "C", "C", "C", "C", "C", "C", "C", "H", "H", "H", "H", "H", "H", "H", "H", "H", "H", "H", "H", "H", "H", "H", "H", "H", "H", "H", "H", "H", "H", "H", "H", "H", "H", "H"], "coordinates": [[0.3548, -0.9089, -0.0941], [-3.4987, -1.6834, 0.6999], [-2.4730, -1.3596, 0.1456], [-1.3202, -1.9871, 0.1528], [-2.4208, -0.1465, -0.7773], [-3.4666, 0.4564, -1.4420], [-3.1557, 1.3000, -2.5053], [-1.8383, 1.4189, -2.9433], [-0.8629, 0.7690, -2.2182], [-1.1692, 0.1222, -1.1078], [0.5548, 0.4115, -2.6599], [1.0987, 1.0170, -3.5616], [1.0021, -0.6281, -2.0101], [-4.4865, 0.2283, -1.1561], [-3.9496, 1.8012, -3.0455], [-1.5712, 1.9490, -3.8491], [3.0707, -4.3051, 0.3402], [3.1258, -4.4226, 1.7267], [2.3496, -3.5874, 2.5161], [1.5460, -2.6212, 1.9128], [1.5274, -2.4438, 0.5281], [2.2810, -3.3225, -0.2487], [0.6125, -1.7604, 2.6668], [0.1524, -2.0910, 3.9643], [-0.8685, -1.3900, 4.5133], [-1.3923, -0.2570, 3.8454], [-2.4433, 0.5263, 4.3706], [-2.8529, 1.6587, 3.7263], [-2.1920, 2.0706, 2.5514], [-1.1892, 1.3132, 2.0101], [-0.8094, 0.0971, 2.6163], [0.1261, -0.7171, 2.0105], [3.6504, -4.9790, -0.2812], [3.7598, -5.1707, 2.1868], [2.3870, -3.6817, 3.5978], [2.2496, -3.2436, -1.3320], [0.5803, -2.9422, 4.4750], [-1.2832, -1.6758, 5.4755], [-2.9132, 0.2148, 5.2987], [-3.6659, 2.2539, 4.1261], [-2.4799, 2.9976, 2.0706], [-0.6597, 1.6462, 1.1272], [4.1152, -0.9869, -2.1398], [4.8165, 0.3739, -2.0274], [6.3363, 0.1866, -2.2095], [4.2932, 1.2435, -3.1818], [4.4988, 1.1647, -0.3396], [2.2561, 0.8292, 0.3539], [5.3762, 0.3183, 1.1222], [4.7141, 0.6091, 2.4828], [5.3637, -1.2108, 0.9546], [6.8328, 0.8249, 1.1815], [4.5352, 3.0605, -0.3377], [3.3770, 3.6471, -1.1682], [5.8776, 3.5246, -0.9407], [4.4217, 3.6350, 1.0849], [4.3728, -1.4280, -3.1144], [3.0306, -0.8756, -2.1026], [4.4185, -1.6909, -1.3640], [6.5072, -0.2039, -3.2194], [6.7635, -0.5310, -1.5046], [6.8931, 1.1283, -2.1213], [4.4913, 0.7092, -4.1209], [4.7980, 2.2107, -3.2456], [3.2125, 1.4007, -3.1288], [3.7286, 0.1418, 2.5543], [4.6003, 1.6737, 2.6946], [5.3474, 0.1779, 3.2698], [4.3425, -1.6051, 0.8780], [5.8265, -1.6603, 1.8436], [5.9301, -1.5503, 0.0853], [6.8824, 1.8849, 1.4559], [7.3722, 0.6959, 0.2384], [7.3722, 0.2601, 1.9519], [3.3250, 3.2513, -2.1842], [3.5176, 4.7344, -1.2348], [2.4118, 3.4635, -0.6908], [5.9910, 3.2293, -1.9869], [6.7404, 3.1398, -0.3851], [5.9213, 4.6208, -0.9005], [3.5312, 3.2685, 1.6056], [4.3387, 4.7274, 1.0130], [5.3023, 3.4112, 1.6948]], "mulliken_spin": [3.236, 0.011, 0.007, -0.039, 0.020, -0.008, 0.008, -0.007, 0.040, -0.052, -0.002, 0.011, -0.020, 0.000, 0.001, 0.000, -0.017, 0.024, -0.017, -0.007, -0.143, -0.001, 0.007, 0.006, 0.001, -0.007, 0.000, 0.001, 0.007, 0.016, -0.017, -0.060, -0.001, 0.002, 0.000, 0.000, 0.000, 0.000, 0.000, 0.000, 0.000, -0.007, -0.003, 0.002, 0.000, 0.000, 0.013, -0.016, 0.003, 0.001, -0.006, 0.000, -0.001, -0.002, 0.000, -0.001, 0.000, 0.008, 0.000, 0.000, 0.000, 0.000, 0.000, 0.000, 0.001, 0.001, 0.000, 0.000, 0.004, 0.001, -0.001, 0.000, 0.000, 0.000, 0.000, 0.000, 0.001, 0.000, 0.000, 0.000, 0.001, 0.000, 0.000]}

| no. | E (a.u.) |
| --- | --- |
| 1 | -2142.680012 |
| 2 | -386.078306 |
| 3 | -288.969298 |
| 4 | -5638.226175 |